Run i
This record from the Open Molecules 2025 dataset describes 3 unconnected molecules or ions with the total composition C4H16NO2S. The level of theory is ωB97M-V/def2-TZVPD.

HOMO = -11.69 eV
Orbital gap = 8.726 eV
LUMO energy = -2.97 eV
M = 142.2 g/mol
Net charge = +1

Cartesian coordinates (Å):
C: 1.34 -0.04 0.04
C: 0.29 0.26 -1.01
C: -1.12 -0.22 -0.64
S: -1.28 -1.94 -0.18
C: -1.38 -2.78 -1.72
N: 1.51 1.10 1.01
H: 1.14 -0.94 0.61
H: 2.29 -0.20 -0.45
H: 0.61 -0.19 -1.95
H: 0.27 1.33 -1.25
H: -1.80 0.07 -1.44
H: -1.45 0.33 0.25
H: -1.37 -3.84 -1.48
H: -0.55 -2.61 -2.41
H: -2.30 -2.59 -2.29
H: 2.22 1.80 0.74
H: 0.63 1.63 1.05
H: 1.72 0.75 1.94
H: -1.32 1.98 3.38
H: -2.23 0.92 2.64
O: -1.33 1.22 2.79
H: 2.99 2.98 -1.32
H: 3.16 3.96 -0.15
O: 3.02 3.03 -0.36

Run ii
This record from the Open Molecules 2025 dataset describes 3 unconnected molecules or ions with the total composition C4H16NO2S. The level of theory is ωB97M-V/def2-TZVPD.

HOMO = -12.22 eV
Orbital gap = 9.138 eV
LUMO energy = -3.08 eV
M = 142.2 g/mol
Net charge = +1

Cartesian coordinates (Å):
C: -0.72 2.13 -0.85
C: 0.06 0.87 -0.80
C: 1.35 0.81 -0.06
C: 2.12 -0.54 -0.21
S: 2.80 -0.87 -1.88
N: -0.98 -0.28 -0.36
H: -1.20 2.50 0.07
H: -1.53 2.13 -1.57
H: -0.16 3.01 -1.24
H: 0.13 0.47 -1.80
H: 1.94 1.62 -0.53
H: 1.35 0.84 1.03
H: 1.55 -1.33 0.24
H: 3.01 -0.39 0.40
H: 3.21 0.33 -2.20
H: -1.85 0.09 0.02
H: -0.53 -0.91 0.35
H: -1.20 -0.88 -1.17
H: 0.20 -3.37 0.96
H: -1.02 -2.57 1.64
O: -0.34 -2.58 0.95
H: -2.69 -0.65 3.06
H: -3.13 0.00 1.77
O: -2.37 -0.44 2.17

Least stable = run ii

Run i
This record from the Open Molecules 2025 dataset describes 2 unconnected molecules or ions with the total composition C4H10NS. The level of theory is ωB97M-V/def2-TZVPD.

HOMO = -12.83 eV
Orbital gap = 9.194 eV
LUMO energy = -3.63 eV
M = 104.2 g/mol
Net charge = +1

Cartesian coordinates (Å):
C: -1.37 0.77 -1.04
C: -0.03 0.30 -0.68
C: 0.01 -1.81 -1.37
C: 0.62 1.32 1.62
N: 0.67 0.15 0.69
S: 0.13 1.42 -1.97
H: -1.97 0.06 -1.56
H: -2.09 1.37 -0.48
H: 0.57 -1.99 -2.21
H: -1.04 -1.99 -1.39
H: 0.28 -2.15 -0.49
H: 1.14 2.13 1.11
H: -0.42 1.63 1.67
H: 1.20 0.94 2.40
H: 0.50 -0.81 1.03
H: 1.71 -0.03 0.51

Run ii
This record from the Open Molecules 2025 dataset describes a gas-phase ion, C4H10NS (charge +1). The level of theory is ωB97M-V/def2-TZVPD.

HOMO = -13.95 eV
Orbital gap = 10.504 eV
LUMO energy = -3.45 eV
Structure (SMILES) = C[C@@]1(S)C[C@@H]1[NH3+]
M = 104.2 g/mol
Net charge = +1

Cartesian coordinates (Å):
C: 0.31 -0.63 -1.12
C: -0.22 0.80 -0.53
C: -0.17 -0.47 0.30
C: -1.44 -1.12 0.76
N: 0.82 1.80 -0.28
S: 1.14 -0.40 1.59
H: -0.33 -1.12 -1.83
H: 1.37 -0.68 -1.32
H: -1.16 1.17 -0.89
H: -1.29 -2.19 0.88
H: -2.24 -0.96 0.04
H: -1.75 -0.70 1.72
H: 0.44 2.61 0.23
H: 1.28 2.13 -1.14
H: 1.51 1.31 0.35
H: 1.72 -1.56 1.27

Run iii
This record from the Open Molecules 2025 dataset describes 2 unconnected molecules or ions with the total composition C4H10NS. The level of theory is ωB97M-V/def2-TZVPD.

HOMO (alpha / beta) = -12.62 / -10.97 eV
Orbital gap (alpha / beta) = 6.886 / 3.627 eV
LUMO energy (alpha / beta) = -5.73 / -7.34 eV
M = 104.2 g/mol
Net charge = +1

Cartesian coordinates (Å):
C: -1.69 -0.47 -1.18
C: -1.89 0.25 -0.10
C: 1.93 -0.58 1.55
C: -0.36 -0.55 -1.90
N: -0.93 1.04 0.47
S: 3.57 -0.50 1.58
H: -2.59 -1.06 -1.57
H: -2.78 0.19 0.41
H: 1.39 -0.66 2.49
H: 0.01 0.50 -1.70
H: -0.44 -0.83 -2.93
H: 0.20 -1.21 -1.31
H: 1.54 -1.00 0.61
H: 0.06 1.12 0.08
H: -1.03 1.52 1.24
H: 3.70 -0.39 2.89

Least stable = run i

Run i
This record from the Open Molecules 2025 dataset describes a gas-phase ion, C4H10NS (charge +1). The level of theory is ωB97M-V/def2-TZVPD.

HOMO = -13.64 eV
Orbital gap = 10.276 eV
LUMO energy = -3.36 eV
Structure (SMILES) = CC[NH2+][C@H]1CS1
M = 104.2 g/mol
Net charge = +1

Cartesian coordinates (Å):
C: 2.14 -1.14 -0.57
C: 0.90 -0.65 0.06
C: -1.75 0.47 1.06
C: -0.93 1.05 -0.08
N: -0.12 -0.01 -0.77
S: 2.50 0.47 0.24
H: 2.64 -1.98 -0.11
H: 2.22 -1.14 -1.65
H: 0.54 -1.09 0.98
H: -2.30 -0.41 0.76
H: -1.13 0.24 1.93
H: -2.48 1.22 1.38
H: -0.24 1.81 0.28
H: -1.59 1.49 -0.83
H: 0.37 0.42 -1.56
H: -0.77 -0.73 -1.13

Run ii
This record from the Open Molecules 2025 dataset describes a molecular structure, C4H10NS. The level of theory is ωB97M-V/def2-TZVPD.

HOMO = -14.17 eV
Orbital gap = 10.215 eV
LUMO energy = -3.95 eV
M = 104.2 g/mol
Net charge = +1

Cartesian coordinates (Å):
C: 0.98 1.42 -0.13
C: 2.04 0.47 0.21
C: -0.26 0.46 -0.14
C: -2.81 -0.54 -0.21
N: 1.15 -0.79 0.38
S: -1.72 0.65 0.68
H: 0.99 2.23 0.56
H: 1.08 1.91 -1.19
H: 2.82 0.34 -0.56
H: 2.53 0.62 1.17
H: -0.29 0.01 -1.08
H: -2.66 -0.51 -1.30
H: -3.93 -0.39 -0.19
H: -2.75 -1.58 0.21
H: 1.32 -1.68 -0.20
H: 1.08 -0.96 1.31

Least stable = run ii

Run i
This record from the Open Molecules 2025 dataset describes 2 unconnected molecules or ions with the total composition C3H6N4. The level of theory is ωB97M-V/def2-TZVPD.

HOMO = -9.43 eV
Orbital gap = 10.146 eV
LUMO energy = 0.71 eV
M = 98.1 g/mol
Net charge = 0

Cartesian coordinates (Å):
C: -0.70 0.24 1.57
C: 0.58 -0.06 0.96
C: 1.98 -0.48 1.22
N: -1.71 0.22 -3.17
N: -2.07 -0.47 -3.96
N: -1.23 1.05 -2.51
N: -0.30 -0.17 0.05
H: -1.03 -0.70 2.01
H: -1.15 1.17 1.47
H: 2.52 0.22 1.95
H: 2.51 -0.47 0.34
H: 1.81 -1.55 1.50
H: -1.23 0.97 -1.45

Run ii
This record from the Open Molecules 2025 dataset describes C3H6N4 in the gas phase. The level of theory is ωB97M-V/def2-TZVPD.

HOMO = -7.34 eV
Orbital gap = 8.078 eV
LUMO energy = 0.74 eV
M = 98.1 g/mol
Net charge = 0

Cartesian coordinates (Å):
C: 1.03 -1.15 2.13
C: 0.16 0.76 -1.40
C: -0.05 0.33 -2.79
N: -0.26 0.64 -0.26
N: -0.91 0.93 0.73
N: -0.78 0.39 2.02
N: -0.01 -0.52 2.55
H: 1.35 -0.96 1.04
H: 1.60 -1.84 2.75
H: -0.44 -0.60 -2.76
H: 0.91 0.52 -3.22
H: -0.86 0.99 -3.11
H: -1.73 0.52 2.32

Run iii
This record from the Open Molecules 2025 dataset describes C3H6N4 in the gas phase. The level of theory is ωB97M-V/def2-TZVPD.

HOMO = -7.23 eV
Orbital gap = 8.116 eV
LUMO energy = 0.89 eV
M = 98.1 g/mol
Net charge = 0

Cartesian coordinates (Å):
N: 0.58 0.48 0.40
C: -0.09 -0.33 -0.44
N: 1.04 0.01 1.64
N: 0.15 -1.69 -0.56
C: -0.56 1.82 0.05
C: -1.08 0.40 -1.07
N: -1.72 1.49 -0.28
H: 0.60 -0.86 1.93
H: 2.05 -0.09 1.62
H: -0.47 -2.21 -1.15
H: 1.08 -2.05 -0.38
H: -0.11 2.76 0.32
H: -1.46 0.28 -2.08

Run iv
This record from the Open Molecules 2025 dataset describes 2 unconnected molecules or ions with the total composition C3H6N4. The level of theory is ωB97M-V/def2-TZVPD.

HOMO = -9.62 eV
Orbital gap = 10.342 eV
LUMO energy = 0.72 eV
M = 98.1 g/mol
Net charge = 0

Cartesian coordinates (Å):
C: -0.09 -0.78 -1.93
C: 0.41 0.08 -0.77
C: 1.64 0.39 -0.07
N: -1.81 0.70 2.39
N: -1.85 1.55 3.11
N: -1.84 -0.35 1.84
N: -0.84 0.07 -0.90
H: -0.17 -0.44 -2.89
H: -0.22 -1.83 -1.78
H: 2.34 0.78 -0.88
H: 2.26 -0.54 0.03
H: 1.61 0.78 0.95
H: -1.45 -0.42 0.91

Least stable = run ii

Run i
This record from the Open Molecules 2025 dataset describes C3H6N4 in the gas phase. The level of theory is ωB97M-V/def2-TZVPD.

HOMO = -10.10 eV
Orbital gap = 11.076 eV
LUMO energy = 0.98 eV
Structure (SMILES) = Cc1nnn(C)n1
M = 98.1 g/mol
Net charge = 0

Cartesian coordinates (Å):
C: -1.02 0.45 0.16
C: -2.03 0.38 1.22
C: 1.93 -0.58 -1.28
N: -0.01 -0.40 0.12
N: -0.98 1.27 -0.91
N: 0.08 0.99 -1.60
N: 0.66 -0.07 -1.01
H: -1.61 1.01 2.07
H: -2.89 0.83 0.88
H: -2.15 -0.63 1.47
H: 2.50 0.14 -1.92
H: 2.34 -0.92 -0.37
H: 1.85 -1.57 -1.68

Run ii
This record from the Open Molecules 2025 dataset describes C3H6N4 in the gas phase. The level of theory is ωB97M-V/def2-TZVPD.

HOMO = -8.78 eV
Orbital gap = 9.296 eV
LUMO energy = 0.52 eV
Structure (SMILES) = [H]/N=C(/N)NCC#N
M = 98.1 g/mol
Net charge = 0

Cartesian coordinates (Å):
C: 1.26 -0.41 -0.51
N: 0.80 0.14 0.72
C: -0.58 0.13 0.89
N: -1.12 -1.16 0.89
N: -1.18 1.05 0.19
C: 0.42 0.71 -1.58
N: 0.41 1.23 -2.62
H: 1.18 1.06 0.89
H: -0.69 -1.80 1.54
H: -2.13 -1.13 0.98
H: -1.48 1.96 -0.10
H: 2.34 -0.41 -0.59
H: 0.78 -1.37 -0.70

Run iii
This record from the Open Molecules 2025 dataset describes C3H6N4 in the gas phase. The level of theory is ωB97M-V/def2-TZVPD.

HOMO = -9.63 eV
Orbital gap = 10.638 eV
LUMO energy = 1.01 eV
Structure (SMILES) = Cc1ncnn1N
M = 98.1 g/mol
Net charge = 0

Cartesian coordinates (Å):
C: 1.25 1.42 0.14
C: 0.27 0.37 -0.47
C: -1.05 -0.71 -1.68
H: 1.65 2.07 -0.71
H: 0.65 2.10 0.86
H: 2.02 0.96 0.82
H: -1.59 -1.08 -2.51
H: -1.04 -0.67 2.09
H: -0.18 -1.97 1.74
N: -0.20 0.33 -1.67
N: -1.24 -1.26 -0.50
N: -0.31 -0.65 0.25
N: -0.23 -0.93 1.63

Least stable = run ii

Run i
This record from the Open Molecules 2025 dataset describes C3H6N4 in the gas phase. The level of theory is ωB97M-V/def2-TZVPD.

HOMO = -8.05 eV
Orbital gap = 9.065 eV
LUMO energy = 1.02 eV
Structure (SMILES) = CN1C=NNC=N1
M = 98.1 g/mol
Net charge = 0

Cartesian coordinates (Å):
C: -1.58 -1.13 -0.15
C: 0.41 0.18 -1.23
C: 0.76 0.91 1.25
H: -1.54 -2.23 -0.51
H: -1.74 -1.43 0.94
H: -2.40 -0.64 -0.80
H: 0.14 -0.04 -2.34
H: 2.45 1.65 0.50
H: 0.70 1.45 2.27
N: -0.37 -0.53 -0.18
N: 1.56 0.62 -1.00
N: 1.89 0.84 0.39
N: -0.27 0.35 0.88

Run ii
This record from the Open Molecules 2025 dataset describes C3H6N4 in the gas phase. The level of theory is ωB97M-V/def2-TZVPD.

HOMO = -10.57 eV
Orbital gap = 11.234 eV
LUMO energy = 0.67 eV
Structure (SMILES) = Cc1nnnn1C
M = 98.1 g/mol
Net charge = 0

Cartesian coordinates (Å):
C: 1.33 -0.78 -0.11
C: 0.02 -1.67 0.09
C: 0.42 1.72 -0.03
N: 2.65 0.92 0.04
N: 2.55 -1.23 -0.03
N: 3.34 -0.12 -0.02
N: 1.29 0.56 0.02
H: -0.78 -1.38 -0.75
H: 0.38 -2.77 -0.01
H: -0.46 -1.54 1.01
H: 0.82 2.49 0.48
H: 0.17 2.00 -1.02
H: -0.65 1.35 0.36

Least stable = run i